# 1
{"formula": "C24H27B2Cl4O3S", "method": "wB97M-V/def2-TZVPD", "symbols": ["Cl", "Cl", "Cl", "Cl", "S", "O", "O", "O", "C", "C", "C", "C", "C", "C", "C", "C", "C", "C", "C", "C", "C", "C", "C", "C", "C", "C", "C", "C", "C", "C", "C", "C", "B", "B", "H", "H", "H", "H", "H", "H", "H", "H", "H", "H", "H", "H", "H", "H", "H", "H", "H", "H", "H", "H", "H", "H", "H", "H", "H", "H", "H"], "coordinates": [[1.277, -4.598, 2.445], [3.543, 2.783, 4.561], [-1.205, -3.830, 3.956], [-1.441, -5.192, 1.150], [-1.079, 3.599, -0.304], [-1.563, -1.341, -0.297], [0.199, -1.865, -1.719], [-0.560, -2.691, 1.614], [3.288, 2.188, 1.931], [1.173, 2.438, 0.776], [-1.107, 3.990, -1.992], [-3.367, -2.168, -1.468], [0.896, 2.765, -1.755], [-2.131, -1.280, -1.617], [-0.978, -1.846, -2.559], [3.375, -1.027, 2.863], [0.487, 2.827, -0.422], [0.500, 2.473, 2.024], [1.232, 2.545, 3.204], [1.212, -1.199, 1.808], [2.764, -0.787, 4.096], [-2.517, 0.196, -1.821], [0.457, -2.078, 0.856], [-0.036, 3.396, -2.647], [2.640, 2.512, 3.130], [-0.665, -1.012, -3.786], [1.379, -0.677, 4.164], [0.608, -0.825, 3.013], [-2.145, 4.888, -2.556], [-1.167, -3.318, -2.952], [2.568, 2.161, 0.749], [2.606, -1.223, 1.717], [-0.490, -3.960, 2.230], [-0.339, -1.910, -0.469], [-0.215, -3.673, -3.366], [1.838, 2.302, -2.030], [-3.117, -3.094, -0.937], [0.253, -1.375, -4.275], [1.162, -2.867, 0.486], [-3.825, -2.402, -2.430], [4.357, 2.004, 1.966], [-1.661, 0.877, -1.709], [-0.596, 2.496, 2.060], [3.058, -1.436, 0.748], [3.371, -0.691, 4.992], [0.891, -0.452, 5.110], [0.114, 3.481, -3.725], [0.748, 2.647, 4.169], [3.079, 1.957, -0.196], [-2.980, 0.340, -2.801], [4.463, -1.062, 2.776], [-1.384, -3.948, -2.076], [-3.236, 0.477, -1.040], [-4.092, -1.629, -0.844], [-1.956, -3.421, -3.703], [-3.090, 4.337, -2.641], [-0.472, -0.725, 3.045], [-0.509, 0.044, -3.539], [-1.482, -1.103, -4.511], [-1.801, 5.224, -3.541], [-2.332, 5.758, -1.914]], "forces_ev_per_a": [[0.11, -0.12, -0.12], [0.37, -0.05, 0.43], [-0.37, -0.13, 0.05], [-0.16, -0.23, -0.03], [0.75, 0.29, -0.57], [-0.16, -0.56, -1.30], [-0.77, -0.48, -0.18], [-0.59, -0.63, 0.70], [-0.20, 0.32, 0.58], [0.89, -0.46, 1.31], [1.23, -0.97, -0.04], [-0.19, 0.14, -0.37], [-0.83, 0.17, 1.13], [-0.37, 0.29, 0.66], [0.04, -0.37, -0.35], [0.16, 0.32, -0.26], [-0.79, -0.15, -2.07], [0.64, 0.27, -0.32], [0.83, 0.02, -0.55], [0.79, -0.36, 0.10], [0.06, -0.17, -0.24], [0.03, -0.20, -0.14], [0.21, -1.99, -0.95], [-0.28, 0.56, 0.70], [-1.22, -0.52, -0.77], [0.06, 0.16, -0.27], [0.02, 0.45, -0.29], [0.23, -0.01, -0.06], [-0.36, -0.18, -0.11], [-0.10, 0.09, 0.02], [-0.89, 0.27, 0.19], [-0.10, 0.42, 0.58], [0.42, 0.35, 0.00], [1.25, 3.50, 2.06], [-0.23, 0.10, -0.04], [-0.24, 0.11, -0.16], [0.02, 0.18, -0.22], [-0.31, -0.02, 0.26], [0.13, 0.35, 0.81], [-0.15, -0.04, -0.04], [-0.11, 0.05, -0.15], [-0.07, -0.30, -0.16], [0.49, 0.08, -0.03], [0.04, -0.21, 0.30], [-0.07, -0.01, -0.08], [0.09, -0.07, -0.13], [-0.02, 0.04, 0.33], [0.04, -0.03, -0.11], [-0.21, 0.21, 0.35], [0.01, 0.13, 0.04], [-0.27, -0.06, 0.15], [-0.04, 0.23, -0.27], [0.13, -0.17, -0.22], [0.12, -0.15, -0.18], [0.03, -0.16, 0.11], [0.01, 0.26, -0.23], [0.12, -0.33, 0.13], [-0.09, -0.19, -0.01], [0.07, 0.15, 0.07], [-0.33, -0.01, 0.17], [0.14, -0.17, -0.20]], "homo_lumo_gap_ha": 0.275, "e_lumo_ev": 2.07, "charge": -1, "e_above_lowest_ev": 0.000, "e_homo_ev": -5.42}

***

# 2
{"formula": "C15H23NO3", "method": "wB97M-V/def2-TZVPD", "symbols": ["O", "O", "O", "N", "C", "C", "C", "C", "C", "C", "C", "C", "C", "C", "C", "C", "C", "C", "C", "H", "H", "H", "H", "H", "H", "H", "H", "H", "H", "H", "H", "H", "H", "H", "H", "H", "H", "H", "H", "H", "H", "H"], "coordinates": [[0.159, -1.343, 3.195], [-2.656, 0.360, -0.290], [-0.367, -1.306, -0.392], [2.137, -0.125, 1.687], [3.558, 0.203, 1.752], [-5.706, 1.704, -1.739], [4.342, -0.179, 0.490], [-3.782, 1.210, -0.228], [4.196, -0.411, 2.997], [1.792, -1.517, 1.432], [-0.709, -0.436, -1.389], [0.125, -0.446, -2.501], [-2.063, 1.223, -2.488], [-0.122, 0.361, -3.596], [-1.215, 1.205, -3.582], [-1.837, 0.407, -1.387], [-0.653, -0.979, 0.954], [0.334, -1.742, 1.861], [-4.867, 0.841, -1.200], [0.692, -0.539, 3.301], [-6.488, 1.392, -2.409], [5.360, 0.196, 0.555], [1.704, 0.453, 0.973], [3.564, -0.237, 3.864], [0.971, -1.115, -2.484], [-2.927, 1.868, -2.508], [3.592, 1.295, 1.861], [5.167, 0.044, 3.174], [-4.155, 1.067, 0.794], [-0.543, 0.097, 1.128], [-5.651, 2.760, -1.526], [-1.676, -1.265, 1.221], [1.908, -1.821, 0.384], [-1.423, 1.848, -4.423], [4.380, -1.260, 0.376], [2.425, -2.149, 2.056], [4.341, -1.482, 2.880], [0.102, -2.810, 1.810], [-3.489, 2.262, -0.342], [3.872, 0.247, -0.395], [-4.929, -0.215, -1.420], [0.540, 0.332, -4.448]], "forces_ev_per_a": [[-0.22, 0.08, 0.28], [0.24, -0.23, -0.21], [-0.20, -0.05, -0.31], [-0.33, 0.15, -0.12], [0.29, 0.04, 0.05], [-0.07, 0.00, -0.02], [-0.22, 0.16, 0.25], [-0.25, 0.21, 0.21], [-0.14, 0.22, -0.22], [-0.27, -0.19, -0.01], [0.06, 0.05, -0.10], [-0.13, -0.02, 0.20], [-0.09, 0.09, 0.10], [0.00, 0.04, -0.05], [0.03, 0.01, -0.06], [0.09, -0.10, 0.12], [0.05, -0.10, 0.81], [0.21, 0.03, -0.60], [0.24, -0.06, 0.08], [0.03, -0.01, -0.08], [-0.16, -0.11, -0.09], [0.15, 0.01, -0.04], [0.05, -0.01, 0.05], [-0.03, 0.01, 0.12], [0.10, -0.08, 0.04], [-0.05, 0.03, 0.03], [0.03, -0.14, -0.01], [0.13, -0.01, 0.04], [0.08, 0.10, -0.16], [-0.01, -0.06, -0.03], [0.08, 0.23, 0.04], [0.19, 0.11, -0.02], [0.08, 0.00, 0.12], [-0.02, 0.05, -0.07], [0.03, -0.13, -0.04], [-0.02, -0.03, -0.04], [0.04, -0.13, 0.02], [0.06, 0.07, -0.04], [-0.02, -0.10, 0.02], [-0.01, 0.02, -0.11], [-0.08, -0.15, -0.06], [0.06, -0.01, -0.08]], "homo_lumo_gap_ha": 0.336, "e_lumo_ev": 0.86, "e_above_lowest_ev": 3.658, "smiles": "C=CCOc1ccccc1OC[C@H](O)CNC(C)C", "e_homo_ev": -8.27}

***

# 3
{"formula": "C33H44N5", "method": "wB97M-V/def2-TZVPD", "symbols": ["N", "N", "N", "N", "N", "C", "C", "C", "C", "C", "C", "C", "C", "C", "C", "C", "C", "C", "C", "C", "C", "C", "C", "C", "C", "C", "C", "C", "C", "C", "C", "C", "C", "C", "C", "C", "C", "C", "H", "H", "H", "H", "H", "H", "H", "H", "H", "H", "H", "H", "H", "H", "H", "H", "H", "H", "H", "H", "H", "H", "H", "H", "H", "H", "H", "H", "H", "H", "H", "H", "H", "H", "H", "H", "H", "H", "H", "H", "H", "H", "H", "H"], "coordinates": [[0.024, 3.181, -2.240], [-2.147, 3.147, -2.200], [-4.518, 2.979, 3.950], [0.627, -7.317, 0.284], [5.172, 1.155, -1.923], [-1.040, 1.118, -1.115], [-1.650, 1.140, 1.473], [1.745, -8.074, -0.297], [-3.527, 2.715, -2.115], [1.389, 2.830, -1.879], [2.347, 0.246, 0.291], [-4.971, 4.331, 3.732], [-0.534, -8.121, 0.689], [3.353, 0.996, -0.318], [-0.569, -5.190, 0.584], [-1.846, 2.513, 1.437], [-2.320, 0.382, 2.482], [3.710, -0.810, -1.959], [0.632, -5.946, 0.370], [1.863, -0.921, -0.339], [-0.465, -0.843, 0.486], [-0.553, -3.796, 0.466], [5.481, 2.562, -1.485], [-3.295, 1.008, 3.276], [2.573, -1.439, -1.453], [-0.701, 0.648, 0.376], [0.631, -1.571, 0.167], [-0.335, 4.532, -2.645], [4.107, 0.457, -1.420], [1.844, -5.228, 0.123], [1.817, -3.833, 0.073], [0.634, -3.054, 0.232], [-1.839, 4.475, -2.725], [-3.582, 2.392, 3.150], [-2.800, 3.152, 2.231], [6.155, 0.473, -2.780], [-1.049, 2.474, -1.857], [-5.067, 2.271, 5.098], [-2.118, -0.698, 2.664], [1.602, 3.036, -0.803], [-3.910, 0.408, 3.973], [-4.271, 1.989, 5.824], [1.576, 1.751, -2.068], [0.013, 5.281, -1.914], [-1.239, 3.098, 0.730], [-4.990, 4.582, 2.653], [-1.367, -1.387, 0.838], [2.329, -7.453, -0.995], [-1.210, -7.542, 1.335], [-1.494, -3.262, 0.610], [1.941, 0.532, 1.289], [2.785, -3.362, -0.093], [6.236, -0.598, -2.516], [2.782, -5.783, -0.021], [5.906, 0.540, -3.860], [2.433, -8.445, 0.486], [-5.804, 2.946, 5.562], [-2.120, 0.681, -1.297], [4.706, 3.056, -0.867], [-2.224, 4.598, -3.751], [-2.284, 5.269, -2.112], [6.416, 2.569, -0.894], [2.096, 3.410, -2.488], [-3.921, 2.511, -3.118], [-0.217, -9.028, 1.249], [-1.525, -5.703, 0.767], [2.246, -2.362, -1.945], [-4.147, 3.440, -1.576], [0.223, 1.326, 0.322], [-0.284, 0.469, -1.662], [0.112, 4.785, -3.608], [-3.553, 1.794, -1.540], [3.586, 1.989, 0.095], [-5.980, 4.415, 4.162], [7.146, 0.930, -2.629], [-1.105, -8.500, -0.183], [5.596, 3.244, -2.370], [-2.948, 4.224, 2.118], [1.370, -8.969, -0.838], [-4.367, 5.092, 4.261], [-5.621, 1.373, 4.749], [4.304, -1.281, -2.758]], "forces_ev_per_a": [[0.31, -0.81, 0.82], [-0.32, -0.17, 0.51], [-0.28, 0.04, 0.15], [-0.31, -0.66, 0.10], [0.52, 1.09, 0.04], [-2.57, -2.65, -2.45], [0.24, -0.15, -0.06], [-0.04, -0.08, 0.27], [-0.09, -0.44, 0.29], [0.45, -0.44, 0.44], [0.16, -0.22, -0.36], [-0.14, 0.44, 0.04], [0.15, -0.26, -0.05], [0.34, -0.59, 0.07], [0.52, 0.21, -0.30], [-0.96, 0.44, 0.32], [-0.08, 0.32, -0.56], [0.13, 0.65, 0.45], [0.06, 0.37, -0.58], [0.52, 0.14, -0.13], [-0.31, -0.13, -0.30], [0.51, -0.35, 0.36], [0.20, -0.33, -0.66], [0.07, -0.17, -0.15], [-0.04, 0.54, 0.08], [1.82, 2.07, 0.19], [-0.26, -0.06, -0.16], [0.65, 0.44, -0.31], [-0.92, 0.09, 0.62], [-0.96, 0.15, 0.24], [-0.16, -0.12, 0.23], [0.02, -1.27, 0.05], [-0.62, 0.38, -0.39], [0.88, -0.09, -0.25], [-0.01, -0.37, -0.05], [-0.05, 0.25, 0.01], [0.04, 0.30, 1.17], [-0.26, -0.11, -0.31], [-0.19, 1.02, -0.38], [-0.22, -0.09, -0.78], [0.75, 0.35, -0.43], [-0.58, 0.11, -0.38], [-0.16, 0.73, 0.14], [-0.02, -0.40, -0.10], [-0.37, -0.09, 0.35], [-0.13, -0.15, 0.61], [0.79, 0.51, -0.28], [-0.40, -0.33, 0.20], [0.36, -0.32, -0.24], [0.24, -0.30, -0.14], [0.23, -0.04, -1.09], [-0.36, 0.04, 0.19], [-0.04, 0.61, -0.01], [-0.54, 0.56, 0.17], [0.05, 0.01, 0.51], [-0.19, 0.17, -0.25], [0.44, -0.43, 0.06], [2.23, 0.62, -0.16], [0.35, -0.74, -0.45], [0.12, -0.20, 0.33], [-0.17, -0.38, -0.05], [-0.34, 0.06, -0.32], [-0.32, -0.16, 0.11], [-0.01, 0.21, 0.20], [0.01, 0.65, -0.21], [0.60, 0.40, -0.17], [0.00, 0.47, 0.29], [0.24, 0.01, -0.28], [-0.60, -1.51, 1.61], [-1.06, 0.78, 0.18], [0.12, -0.10, 0.08], [-0.21, 0.05, -0.05], [0.11, -0.89, -0.04], [0.23, 0.07, -0.45], [-0.40, -0.12, -0.04], [0.19, 0.34, 0.25], [0.11, -0.80, 0.58], [0.08, -0.26, 0.21], [0.05, 0.66, 0.27], [0.06, -0.22, -0.25], [0.32, 0.33, 0.46], [-0.58, 0.35, 0.41]], "homo_lumo_gap_ha": 0.241, "e_lumo_ev": -2.32, "charge": 1, "e_above_lowest_ev": 2.449, "smiles": "CN1CC[N+](C)=C1C[C@H](C=C(c1ccc(N(C)C)cc1)c1ccc(N(C)C)cc1)c1ccc(N(C)C)cc1", "e_homo_ev": -8.89}

***

# 4
{"formula": "C4H4N2", "method": "wB97M-V/def2-TZVPD", "symbols": ["N", "N", "C", "C", "C", "C", "H", "H", "H", "H"], "coordinates": [[0.517, -2.442, -0.112], [-0.511, -2.350, 0.297], [-0.569, -0.085, -0.024], [-0.536, 1.175, 0.547], [0.546, 1.138, -0.325], [0.924, -0.276, -0.282], [1.437, -0.404, 0.688], [0.785, 1.803, -1.155], [-1.187, 1.882, 1.011], [-1.404, -0.452, -0.643]], "forces_ev_per_a": [[-2.16, -1.79, 0.82], [1.88, -1.69, -0.42], [0.68, 1.12, -0.31], [-0.16, 0.62, 0.09], [0.40, 0.75, 0.54], [0.16, 0.61, -0.69], [-0.38, -0.28, -0.52], [-0.25, 0.27, 0.31], [-0.65, 0.46, -0.43], [0.48, -0.07, 0.61]], "homo_lumo_gap_ha": [0.267, 0.267], "e_lumo_ev": [0.22, 0.22], "e_above_lowest_ev": 6.124, "e_homo_ev": [-7.04, -7.04]}

***

# 5
{"formula": "C14H23F4N2O14", "method": "wB97M-V/def2-TZVPD", "symbols": ["F", "F", "F", "F", "O", "O", "O", "O", "O", "O", "O", "O", "O", "O", "O", "O", "O", "O", "N", "N", "C", "C", "C", "C", "C", "C", "C", "C", "C", "C", "C", "C", "C", "C", "H", "H", "H", "H", "H", "H", "H", "H", "H", "H", "H", "H", "H", "H", "H", "H", "H", "H", "H", "H", "H", "H", "H"], "coordinates": [[1.838, 4.928, -2.027], [3.426, -2.461, -3.255], [0.050, 4.370, 4.318], [0.869, -5.301, -0.480], [-0.663, 4.362, 1.230], [-2.063, -5.160, -1.591], [-1.815, -4.016, -3.497], [-1.288, -1.489, 0.889], [-0.253, -3.892, -1.873], [2.519, 3.263, -3.329], [-1.025, 6.561, 1.020], [2.670, -2.286, 0.965], [2.229, -0.882, -0.684], [-1.388, 5.510, 2.962], [-0.239, 0.468, 0.572], [2.470, 2.052, -1.501], [2.621, -3.010, -1.180], [4.118, 1.688, -2.926], [-3.488, -1.283, 2.622], [1.118, -0.241, 2.706], [1.213, 2.705, -1.471], [3.178, 2.346, -2.621], [2.523, -2.088, -0.206], [2.356, -2.394, -2.434], [1.408, 3.759, -2.597], [-1.499, -4.993, -0.269], [-1.027, 5.588, 1.684], [-1.064, 4.265, 3.510], [1.965, -0.961, -2.064], [-0.686, 3.415, 2.279], [-1.097, -0.411, 0.253], [-1.424, -4.302, -2.417], [-1.869, -0.153, -1.012], [-0.162, -4.404, -0.569], [-1.404, 2.603, 2.141], [0.316, 2.991, 2.299], [-1.250, -0.165, -1.906], [0.377, 2.042, -1.679], [-2.510, 0.728, -0.952], [0.072, -3.612, 0.147], [1.512, -2.907, -2.899], [2.336, -0.215, -2.762], [-1.564, -5.897, 0.323], [-2.095, -4.196, 0.187], [0.469, 0.131, 1.909], [-3.717, -2.198, 3.012], [-3.253, -0.614, 3.354], [0.891, -0.885, -2.283], [0.588, -0.395, 3.558], [1.989, 0.263, 2.864], [-1.828, 3.913, 4.200], [-2.593, -0.959, -1.175], [-2.642, -1.365, 2.006], [0.555, 4.006, -3.224], [1.405, -1.169, 2.365], [1.097, 3.286, -0.561], [-4.274, -0.936, 2.069]], "forces_ev_per_a": [[-0.22, 0.13, 0.07], [0.21, -0.08, 0.36], [0.07, 0.30, -0.11], [-0.36, -0.09, -0.40], [-0.26, -0.38, -0.34], [0.15, 0.03, 0.55], [0.25, 0.36, 0.09], [-0.65, 0.14, 0.88], [-0.07, 0.12, 0.72], [-0.63, 0.70, -0.76], [-0.14, 0.14, 0.03], [-0.23, -0.30, 0.35], [0.10, 0.86, -0.16], [-0.36, -0.37, 1.70], [-0.68, -0.47, 0.57], [-0.25, -0.32, 0.88], [0.04, 0.32, -0.01], [0.25, 0.85, -0.34], [0.05, 0.12, 0.00], [-0.01, -1.02, -0.14], [0.51, 1.51, -1.19], [-0.66, -1.73, 0.50], [0.32, 0.11, -0.08], [-0.63, 0.21, -0.37], [0.80, -0.13, 0.72], [-1.29, 0.61, -0.94], [0.41, 0.09, -1.32], [1.01, -0.11, 0.04], [-1.29, -0.81, -1.42], [-0.20, 0.10, 0.29], [1.07, 0.73, -0.38], [-0.70, -1.05, -0.86], [-1.33, -0.95, -0.24], [1.45, 0.27, 1.23], [-0.09, 0.22, -0.49], [-0.03, -0.04, 0.58], [0.18, 0.45, 0.14], [0.09, -0.25, 0.19], [0.57, 0.39, -0.06], [0.11, 0.12, -0.33], [0.44, -0.23, -0.06], [1.17, 0.11, 0.78], [0.34, -0.18, -0.22], [0.03, -0.18, 0.31], [0.24, 0.28, -0.58], [-0.02, 0.11, 0.08], [-0.29, -0.13, 0.13], [-0.12, -0.09, 0.73], [0.25, 0.25, 0.17], [-0.24, 0.30, 0.03], [-0.39, 0.05, -0.46], [0.21, -0.13, 0.08], [0.59, -0.25, -0.77], [0.20, -0.28, -0.27], [0.17, -0.01, -0.21], [-0.18, -0.36, 0.25], [0.03, -0.03, 0.07]], "homo_lumo_gap_ha": 0.332, "e_lumo_ev": -4.36, "charge": 1, "e_above_lowest_ev": 0.522, "e_homo_ev": -13.38}

***

# 6
{"formula": "C3H9N3", "method": "wB97M-V/def2-TZVPD", "symbols": ["N", "N", "N", "C", "C", "C", "H", "H", "H", "H", "H", "H", "H", "H", "H"], "coordinates": [[0.818, 1.692, 0.110], [-1.075, 0.310, -1.687], [0.736, -2.024, 0.856], [-0.745, -0.221, -0.373], [0.082, 0.575, 0.580], [0.628, -0.807, -0.012], [1.443, -0.645, -0.652], [0.347, -1.725, 1.806], [-1.533, -0.913, 0.149], [0.073, -2.744, 0.329], [-0.408, 1.137, -1.752], [1.801, 1.686, 0.399], [0.358, 2.619, 0.414], [-0.331, 0.443, 1.559], [-2.196, 0.615, -1.725]], "forces_ev_per_a": [[-0.92, 2.52, 0.63], [-2.13, 1.23, 0.25], [-2.35, 0.35, -1.08], [-0.96, -1.76, 0.04], [0.73, -2.77, -0.15], [-1.91, 0.89, 1.84], [0.87, 0.09, -0.95], [0.39, -1.14, -1.83], [1.15, 1.70, -1.18], [1.65, 1.71, 2.17], [-1.64, -0.90, -0.33], [-0.66, 0.03, 0.01], [1.18, -1.98, -0.68], [0.38, 0.66, 0.99], [4.24, -0.63, 0.28]], "homo_lumo_gap_ha": 0.337, "e_lumo_ev": 0.91, "e_above_lowest_ev": 2.750, "smiles": "N[C@H]1[C@H](N)[C@H]1N", "e_homo_ev": -8.27}